# C3H9N2O

C3H9N2O as an isolated structure in a non-equilibrium geometry (ωB97M-V/def2-TZVPD, OMol25).

XYZ file:
```
15
Properties=species:S:1:pos:R:3
C 1.837 0.070 0.426
C -2.673 0.468 -0.170
C -0.404 -0.882 0.113
N 2.963 0.557 0.003
N 0.940 -0.562 -0.258
O -1.329 0.481 -0.608
H 1.663 0.279 1.441
H -3.053 0.786 0.855
H -3.148 -0.491 -0.238
H -3.316 1.097 -0.834
H -0.751 -0.870 1.153
H -0.986 -1.565 -0.521
H 3.647 1.043 0.689
H 3.331 0.424 -0.872
H 1.278 -0.834 -1.177
```

Output
Total charge: +1
Highest occupied orbital energy, eV: -13.5
LUMO level, Eh: -0.155
Energy relative to the best compared isomer or geometry (same formula, charge and spin), eV: 3.452
Calculated total energy, a.u.: -304.12350
Kohn-Sham gap, eV: 9.25